Record 1
A structure of composition C33H59N2O2P2Re, computed with wB97M-V/def2-TZVPD.

Computed properties:
HOMO energy (alpha / beta)	-17.00 / -16.99	eV
LUMO level (alpha / beta)	-11.1 / -12.1	eV
frontier orbital gap (alpha / beta)	5.93 / 4.90	eV

Geometry as ORCA input:
```
! wB97M-V def2-TZVPD RIJCOSX def2/J DEFGRID3
* xyz 3 4
C 2.59 -1.40 -1.37
C 1.61 0.61 -2.31
C 3.51 -1.44 -2.42
C 2.39 0.41 -3.48
C 3.39 -0.54 -3.48
H 4.25 -2.25 -2.41
H 2.28 1.19 -4.25
H 4.09 -0.59 -4.33
N 1.69 -0.37 -1.31
P 0.83 -2.40 0.59
P 0.30 2.08 -0.34
C 2.51 -2.45 -0.29
H 2.67 -3.44 -0.73
H 3.29 -2.29 0.48
C 1.03 1.91 -2.06
H 0.42 2.29 -2.91
C -1.36 3.06 -0.21
C 1.74 3.30 -0.11
C -0.23 -3.60 -0.47
C 1.24 -3.29 2.21
C -2.50 2.15 0.26
H -2.28 1.72 1.24
H -3.43 2.74 0.34
H -2.68 1.33 -0.45
C -1.27 4.19 0.82
H -1.01 3.78 1.81
H -0.57 4.99 0.55
H -2.26 4.67 0.92
C -1.72 3.60 -1.60
H -2.64 4.20 -1.52
H -0.94 4.25 -2.02
H -1.90 2.76 -2.29
C 1.78 3.84 1.32
H 1.55 3.05 2.05
H 2.81 4.17 1.50
H 1.13 4.70 1.48
C 3.07 2.57 -0.37
H 3.21 1.74 0.34
H 3.16 2.19 -1.39
H 3.87 3.30 -0.22
C 1.60 4.43 -1.15
H 1.58 4.04 -2.18
H 0.73 5.07 -0.99
H 2.50 5.06 -1.05
C -0.07 -3.72 2.88
H 0.18 -4.15 3.87
H -0.72 -2.86 3.05
H -0.62 -4.48 2.32
C 1.97 -2.32 3.16
H 2.89 -1.91 2.71
H 1.33 -1.49 3.48
H 2.26 -2.88 4.06
C 2.20 -4.49 2.02
H 3.15 -4.18 1.58
H 2.41 -4.90 3.03
H 1.78 -5.30 1.43
C 0.00 -3.31 -1.96
H 1.02 -3.57 -2.29
H -0.71 -3.90 -2.55
H -0.17 -2.25 -2.19
C -1.70 -3.31 -0.12
H -1.99 -2.31 -0.43
H -2.34 -4.02 -0.67
H -1.90 -3.40 0.95
C 0.06 -5.09 -0.25
H 1.09 -5.35 -0.53
H -0.15 -5.43 0.77
H -0.60 -5.66 -0.92
Re 0.37 -0.16 0.25
C 1.42 0.41 1.74
O 2.10 0.79 2.64
N -1.38 -0.52 -1.19
C -1.67 0.00 -2.21
C -1.98 0.24 -3.61
C -1.42 1.32 -4.56
C -1.71 -1.12 -4.22
C -3.46 0.48 -3.31
H -1.57 2.36 -4.22
H -0.36 1.18 -4.81
H -1.98 1.23 -5.51
H -2.06 -1.88 -3.51
H -2.26 -1.19 -5.17
H -0.62 -1.27 -4.38
H -3.99 0.47 -4.26
H -3.77 -0.34 -2.64
H -3.59 1.44 -2.77
C -2.45 1.35 5.38
C -1.86 -0.06 5.19
C -0.86 0.12 4.04
O -1.12 1.35 3.35
C -2.15 2.07 4.06
H -3.52 1.33 5.60
H -1.93 1.87 6.20
H -2.64 -0.77 4.90
H -1.35 -0.43 6.09
H 0.17 0.17 4.43
H -0.89 -0.70 3.31
H -3.06 2.10 3.43
H -1.82 3.11 4.20
*
```

Record 2
A structure of composition C14H36F3O7PtS5, computed with wB97M-V/def2-TZVPD.

Computed properties:
HOMO energy (alpha / beta)	-9.14 / -9.79	eV
LUMO level (alpha / beta)	-2.1 / -2.1	eV
frontier orbital gap (alpha / beta)	7.07 / 7.72	eV

Geometry as ORCA input:
```
! wB97M-V def2-TZVPD RIJCOSX def2/J DEFGRID3
* xyz 1 3
Pt -0.41 -0.49 0.57
C 3.00 -0.25 1.51
O 3.23 0.24 0.17
O 1.58 -0.47 1.63
C 3.98 -1.46 1.91
F 5.16 -1.10 2.27
F 3.53 -2.21 2.98
F 4.15 -2.30 0.88
C 4.49 0.79 -0.24
C 4.17 1.68 -1.50
H 3.60 2.55 -1.16
H 5.10 2.02 -1.95
H 3.54 1.17 -2.22
H 5.20 0.02 -0.53
H 5.04 1.40 0.48
H 3.25 0.62 2.12
C -1.74 4.07 0.36
S -0.36 3.00 0.88
O -0.83 1.55 0.84
C 0.90 3.39 -0.40
H -2.04 3.91 -0.67
H -1.53 5.13 0.51
H -2.61 3.84 0.98
H 0.49 3.22 -1.39
H 1.65 2.63 -0.15
H 1.31 4.40 -0.34
C -0.11 -4.93 -0.80
S 0.62 -3.53 0.20
O -0.07 -2.31 -0.38
C -0.08 -3.84 1.88
H -0.04 -4.77 -1.87
H -1.18 -4.91 -0.58
H 0.24 -5.94 -0.60
H 0.14 -4.86 2.20
H -1.14 -3.58 1.96
H 0.42 -3.18 2.59
C 1.90 -0.97 -2.77
S 0.96 0.59 -2.46
O -0.02 0.37 -1.29
C -0.04 0.62 -4.03
H 2.71 -0.76 -3.47
H 1.27 -1.74 -3.21
H 2.40 -1.39 -1.89
H 0.70 0.86 -4.78
H -0.80 1.41 -4.09
H -0.48 -0.34 -4.31
C -3.63 -0.03 3.23
S -2.04 -0.78 3.70
O -1.30 -1.13 2.37
C -1.21 0.80 4.18
H -4.05 0.52 4.07
H -4.30 -0.75 2.77
H -3.40 0.64 2.40
H -0.20 0.61 4.53
H -1.77 1.22 5.02
H -1.22 1.56 3.41
C -4.92 -0.44 -1.06
S -3.42 0.57 -0.60
O -2.35 -0.45 -0.21
C -2.95 1.27 -2.23
H -5.21 -1.21 -0.35
H -4.64 -1.02 -1.94
H -5.78 0.20 -1.28
H -3.76 1.91 -2.58
H -3.00 0.47 -2.97
H -2.08 1.92 -2.31
*
```

Record 3
An isolated molecule of C3H5ClS, computed with wB97M-V/def2-TZVPD.

Computed properties:
HOMO energy	-9.22	eV
SMILES	SC/C=C/Cl
LUMO level	0.9	eV
frontier orbital gap	10.12	eV

Geometry as ORCA input:
```
! wB97M-V def2-TZVPD RIJCOSX def2/J DEFGRID3
* xyz 0 1
S -1.66 -1.45 -1.05
C -0.42 -0.94 0.11
C 0.52 0.22 -0.33
C 0.91 1.12 0.61
Cl 1.89 2.41 0.01
H -2.42 -0.29 -1.06
H 0.22 -1.82 0.32
H -0.88 -0.69 1.02
H 1.00 0.35 -1.30
H 0.85 1.08 1.66
*
```

Record 4
A cluster of 8 separate species, C23H62O13 in total, computed with wB97M-V/def2-TZVPD.

Computed properties:
HOMO energy	-9.09	eV
SMILES	COCCOC.COCCOC.COCCOC.COCCOC.COCCOC.CO.CO.CO
LUMO level	0.6	eV
frontier orbital gap	9.65	eV

Geometry as ORCA input:
```
! wB97M-V def2-TZVPD RIJCOSX def2/J DEFGRID3
* xyz 0 1
C -0.60 2.17 2.10
O 0.39 1.59 2.90
C 0.98 0.46 2.31
C 2.18 0.01 3.09
O 1.76 -0.62 4.30
C 2.77 -0.65 5.26
H -0.18 2.35 1.09
H -0.91 3.11 2.56
H -1.49 1.55 1.96
H 1.30 0.62 1.27
H 0.25 -0.37 2.26
H 2.83 0.87 3.31
H 2.73 -0.74 2.50
H 3.65 -1.21 4.90
H 2.37 -1.13 6.15
H 3.12 0.36 5.52
C 2.00 -2.31 -0.17
O 3.18 -2.32 0.60
C 3.65 -3.62 0.85
C 4.88 -3.52 1.72
O 4.49 -3.35 3.05
C 5.58 -3.05 3.88
H 2.10 -2.97 -1.04
H 1.87 -1.30 -0.54
H 1.12 -2.56 0.44
H 3.91 -4.13 -0.09
H 2.88 -4.21 1.37
H 5.44 -2.63 1.38
H 5.54 -4.39 1.61
H 5.22 -2.89 4.89
H 6.10 -2.14 3.55
H 6.32 -3.87 3.90
C -5.54 -1.52 3.06
O -5.28 -1.15 1.72
C -4.45 -0.02 1.66
C -4.07 0.28 0.23
O -5.22 0.65 -0.47
C -4.93 1.02 -1.80
H -5.87 -0.66 3.65
H -4.64 -1.96 3.52
H -6.34 -2.26 3.04
H -3.52 -0.22 2.22
H -4.90 0.89 2.08
H -3.63 -0.63 -0.19
H -3.34 1.10 0.21
H -4.67 0.14 -2.41
H -4.11 1.75 -1.84
H -5.83 1.46 -2.23
C 2.64 3.70 1.13
O 2.13 4.71 0.27
C 2.46 4.54 -1.08
C 2.10 3.22 -1.72
O 2.98 2.20 -1.30
C 2.88 1.05 -2.10
H 3.71 3.52 0.95
H 2.07 2.78 1.05
H 2.57 4.12 2.13
H 3.55 4.69 -1.20
H 1.97 5.34 -1.64
H 2.18 3.38 -2.81
H 1.07 2.93 -1.46
H 1.88 0.61 -2.04
H 3.62 0.33 -1.77
H 3.08 1.29 -3.16
C -0.45 -2.35 -4.22
O -0.74 -2.82 -2.92
C -2.13 -2.89 -2.70
C -2.39 -3.44 -1.33
O -1.95 -2.49 -0.36
C -2.24 -2.92 0.94
H -0.95 -1.39 -4.41
H -0.75 -3.08 -4.97
H 0.63 -2.20 -4.27
H -2.61 -3.53 -3.46
H -2.58 -1.89 -2.79
H -1.83 -4.37 -1.18
H -3.46 -3.63 -1.18
H -3.32 -3.02 1.09
H -1.96 -2.09 1.61
H -1.73 -3.84 1.24
C -1.54 4.44 -1.22
O -2.26 3.94 -2.36
H -1.57 3.75 -0.37
H -0.53 4.61 -1.57
H -1.96 5.39 -0.88
H -3.19 4.17 -2.31
C -0.85 0.31 -1.63
O -0.44 -0.23 -0.39
H -0.55 1.36 -1.71
H -0.40 -0.22 -2.47
H -1.95 0.31 -1.69
H -0.55 -1.19 -0.52
C -0.70 2.10 -5.01
O -1.82 1.77 -4.21
H -0.94 2.87 -5.74
H 0.15 2.45 -4.40
H -0.36 1.18 -5.48
H -2.07 2.56 -3.72
*
```

Record 5
A cluster of 12 separate species, C17H56F6O11P in total, computed with wB97M-V/def2-TZVPD.

Computed properties:
HOMO energy	-7.22	eV
LUMO level	2.4	eV
frontier orbital gap	9.60	eV

Geometry as ORCA input:
```
! wB97M-V def2-TZVPD RIJCOSX def2/J DEFGRID3
* xyz -1 1
P 0.11 -0.58 -0.25
F 0.33 -1.72 -1.40
F -1.16 0.02 -1.03
F -0.85 -1.59 0.57
F -0.04 0.54 0.88
F 1.42 -1.24 0.48
F 1.11 0.36 -1.11
C -3.00 3.94 2.00
C -1.89 3.47 1.10
O -2.32 2.39 0.30
H -3.85 4.30 1.42
H -2.63 4.73 2.66
H -3.37 3.15 2.65
H -1.01 3.17 1.69
H -1.55 4.31 0.48
H -1.53 2.02 -0.11
C -4.13 -2.76 0.51
C -3.88 -2.22 -0.88
O -5.02 -2.43 -1.71
H -3.52 -2.20 1.23
H -3.90 -3.82 0.60
H -5.15 -2.54 0.83
H -2.99 -2.71 -1.29
H -3.58 -1.17 -0.81
H -5.06 -1.72 -2.35
C -0.69 -1.36 4.05
C 0.55 -2.23 4.19
O 0.28 -3.56 4.61
H -0.32 -0.48 3.48
H -1.14 -0.97 4.96
H -1.41 -1.77 3.34
H 1.21 -1.68 4.88
H 1.09 -2.21 3.25
H -0.35 -3.41 5.33
C 1.86 1.97 2.81
C 2.38 0.61 3.20
O 3.79 0.53 2.95
H 2.24 2.78 3.45
H 0.77 2.00 2.84
H 2.17 2.20 1.79
H 1.87 -0.18 2.65
H 2.26 0.47 4.28
H 3.97 -0.26 2.43
O 3.05 -1.72 -2.32
H 2.81 -1.04 -1.69
H 2.19 -2.03 -2.65
O -2.84 0.35 2.15
H -3.20 1.10 1.68
H -2.15 0.02 1.57
O 0.62 -2.96 -3.74
H 0.64 -2.85 -4.70
H -0.22 -2.59 -3.46
O 3.56 -2.50 2.32
H 3.35 -2.47 3.26
H 2.71 -2.59 1.87
C 1.80 3.89 -0.87
C 2.45 4.91 -1.76
C 2.57 6.27 -1.10
O 3.71 4.42 -2.18
H 0.77 4.19 -0.67
H 2.29 3.78 0.10
H 1.76 2.92 -1.37
H 1.80 5.05 -2.65
H 3.07 6.14 -0.13
H 1.59 6.70 -0.86
H 3.17 6.98 -1.66
H 4.15 5.09 -2.72
C -0.03 -4.94 1.64
C 0.23 -5.30 0.18
C -1.06 -5.53 -0.56
O 1.05 -4.32 -0.45
H 0.87 -4.60 2.16
H -0.41 -5.81 2.18
H -0.78 -4.15 1.67
H 0.85 -6.21 0.16
H -1.78 -6.01 0.12
H -0.92 -6.16 -1.44
H -1.49 -4.58 -0.86
H 0.69 -3.45 -0.26
C 0.00 0.48 -4.23
C -0.48 1.85 -4.66
C 0.35 3.00 -4.07
O -0.51 1.97 -6.11
H -0.37 0.26 -3.23
H 1.08 0.38 -4.33
H -0.44 -0.27 -4.90
H -1.52 1.99 -4.36
H 0.35 3.84 -4.76
H 1.33 2.63 -3.77
H -0.04 3.40 -3.13
H 0.34 2.33 -6.39
*
```

Record 6
A cluster of 10 separate species, C14H48N2O10 in total, computed with wB97M-V/def2-TZVPD.

Computed properties:
HOMO energy	-8.78	eV
SMILES	NC(N)=O.CCO.CCO.CCO.CCO.CO.CO.CO.CO.CO
LUMO level	0.3	eV
frontier orbital gap	9.09	eV

Geometry as ORCA input:
```
! wB97M-V def2-TZVPD RIJCOSX def2/J DEFGRID3
* xyz 0 1
N -1.66 1.35 -1.99
C -2.07 2.17 -2.89
N -1.35 2.07 -3.99
O -2.98 3.15 -2.72
H -2.00 1.37 -1.05
H -1.05 0.52 -2.16
H -1.66 2.63 -4.81
H -0.47 1.52 -4.23
C 2.14 0.43 3.94
C 2.91 1.15 2.80
O 3.27 2.41 3.42
H 2.74 0.39 4.84
H 2.03 -0.65 3.68
H 1.16 0.80 4.30
H 2.44 1.26 1.82
H 3.82 0.66 2.62
H 4.01 2.78 2.97
C 1.63 1.74 -1.03
C 2.97 1.03 -0.78
O 3.15 0.13 -1.89
H 0.79 1.07 -1.09
H 1.57 2.34 -1.95
H 1.35 2.36 -0.17
H 2.87 0.37 0.03
H 3.78 1.72 -0.63
H 3.24 -0.77 -1.63
C -1.25 -0.23 0.73
C -0.26 -1.24 1.26
O 0.77 -1.24 0.37
H -2.00 0.05 1.41
H -1.73 -0.56 -0.22
H -0.81 0.74 0.45
H -0.69 -2.26 1.30
H 0.15 -1.07 2.22
H 0.50 -1.46 -0.53
C -1.78 -2.80 -1.96
C -0.76 -2.18 -2.89
O -0.23 -0.97 -2.46
H -1.36 -2.93 -0.92
H -2.15 -3.79 -2.28
H -2.64 -2.11 -1.79
H -1.09 -2.09 -3.91
H 0.14 -2.83 -2.97
H 0.71 -0.95 -2.72
C -1.08 2.33 2.98
O -1.15 2.29 4.38
H -1.03 3.32 2.57
H -2.01 1.89 2.60
H -0.25 1.81 2.64
H -2.02 2.63 4.59
C 2.29 -3.99 -1.62
O 2.37 -2.59 -1.54
H 1.55 -4.24 -2.34
H 1.97 -4.39 -0.71
H 3.19 -4.48 -1.82
H 2.71 -2.32 -0.65
C 3.84 -2.66 1.52
O 4.07 -1.83 0.39
H 2.82 -3.02 1.52
H 4.09 -2.20 2.46
H 4.54 -3.50 1.44
H 4.89 -1.33 0.46
C -2.90 3.56 0.42
O -3.18 2.18 0.34
H -3.53 4.09 -0.23
H -1.86 3.78 0.21
H -3.29 3.87 1.41
H -4.08 2.01 0.69
C -4.76 -0.81 -0.54
O -6.04 -0.12 -0.59
H -4.01 -0.08 -0.82
H -4.73 -1.63 -1.32
H -4.51 -1.18 0.41
H -6.08 0.51 -1.33
*
```

Record 7
A cluster of 2 separate species, C19H26BrF4IN3O in total, computed with wB97M-V/def2-TZVPD.

Computed properties:
HOMO energy	-10.45	eV
LUMO level	-3.6	eV
frontier orbital gap	6.80	eV

Geometry as ORCA input:
```
! wB97M-V def2-TZVPD RIJCOSX def2/J DEFGRID3
* xyz 1 1
O -4.99 -1.27 1.12
C -4.93 -2.16 -0.01
C -4.22 -1.42 -1.15
C -2.76 -1.90 -1.44
C -1.67 -0.83 -1.18
C -1.31 0.17 -2.31
C -2.38 0.33 -3.43
C -2.59 1.86 -3.76
I -2.53 2.18 -5.89
C -1.84 -0.29 0.25
N -0.59 -0.51 1.05
C -0.02 0.79 1.53
C 0.20 0.70 3.11
C -0.62 1.66 3.91
F -0.03 2.85 4.20
C -1.87 1.45 4.43
F -2.94 1.51 3.70
F -2.03 1.22 5.70
C 0.19 -1.26 0.20
N 1.41 -1.74 0.39
Br 2.36 -1.44 1.95
N -0.41 -1.59 -0.94
H -5.34 -1.74 1.88
H -4.49 -3.14 0.23
H -5.97 -2.31 -0.33
H -4.20 -0.34 -0.98
H -4.79 -1.60 -2.07
H -2.55 -2.72 -0.73
H -2.71 -2.35 -2.43
H -0.35 -0.05 -2.80
H -1.18 1.15 -1.83
H -2.03 -0.12 -4.36
H -3.36 -0.06 -3.17
H -3.56 2.18 -3.36
H -1.83 2.50 -3.30
H -2.62 -0.75 0.88
H -2.18 0.74 0.12
H 0.90 1.08 1.01
H -0.72 1.61 1.40
H 0.04 -0.34 3.40
H 1.27 0.88 3.28
H 1.87 -2.30 -0.31
H 0.18 -1.80 -1.74
F 4.52 -0.20 -1.33
C 5.48 0.28 -0.51
C 6.80 0.23 -0.91
C 7.78 0.74 -0.06
C 7.43 1.27 1.17
C 6.10 1.31 1.56
C 5.12 0.81 0.71
H 7.06 -0.19 -1.87
H 8.82 0.71 -0.36
H 8.19 1.66 1.83
H 5.82 1.72 2.52
H 4.07 0.84 0.99
*
```

Number 1: electronic energy -62932.094 eV, maximum force 8.061 eV Å⁻¹. Number 2: electronic energy -94996.030 eV, maximum force 3.644 eV Å⁻¹. Number 3: electronic energy -26548.662 eV, maximum force 3.190 eV Å⁻¹. Number 4: electronic energy -51467.205 eV, maximum force 1.238 eV Å⁻¹. Number 5: electronic energy -66662.177 eV, maximum force 2.405 eV Å⁻¹. Number 6: electronic energy -38747.340 eV, maximum force 6.502 eV Å⁻¹. Number 7: electronic energy -115643.790 eV, maximum force 2.630 eV Å⁻¹.